{"formula": "C14H27Cl3OPbSi", "method": "ωB97M-V with the def2-TZVPD basis set", "fmax_ha_per_bohr": 0.0534, "e_homo_ev": -0.85, "charge": -2, "gap_ev": 5.63, "energy_ev": -67697.226, "de_lowest_kcal_mol": 14.1, "species": ["C", "C", "C", "C", "C", "C", "C", "C", "C", "C", "Pb", "Cl", "Cl", "Cl", "H", "H", "H", "H", "H", "H", "H", "H", "H", "H", "H", "H", "H", "H", "H", "O", "H", "C", "Si", "C", "C", "C", "H", "H", "H", "H", "H", "H", "H", "H", "H", "H", "H"], "xyz": [[-1.090, 1.463, -1.470], [-1.856, 1.588, -0.241], [-2.510, 0.335, 0.015], [-2.046, 2.810, 0.557], [-2.150, -0.589, -1.031], [-1.276, 0.098, -1.962], [-0.723, -0.459, -3.212], [-0.306, 2.524, -2.128], [-3.442, 0.056, 1.124], [-2.686, -1.954, -1.169], [0.069, -0.061, 0.111], [-0.158, 2.913, 4.304], [0.971, 1.974, 1.109], [-0.534, -0.771, 2.296], [-1.278, 3.554, 0.332], [-2.004, 2.603, 1.635], [-3.029, 3.223, 0.313], [-3.149, 0.593, 2.033], [-3.480, -1.013, 1.354], [-4.445, 0.386, 0.831], [-2.731, -2.476, -0.206], [-2.085, -2.551, -1.860], [-3.708, -1.873, -1.567], [-0.527, -1.535, -3.126], [0.204, 0.045, -3.505], [-1.470, -0.303, -4.004], [0.160, 3.192, -1.395], [-0.993, 3.107, -2.754], [0.485, 2.110, -2.761], [1.794, 0.115, -1.016], [1.913, -0.793, -1.357], [3.686, -1.931, 0.241], [2.150, -2.747, 0.951], [2.368, -4.599, 0.774], [2.157, -2.347, 2.785], [0.533, -2.312, 0.055], [4.569, -2.317, 0.773], [3.637, -0.844, 0.380], [3.782, -2.172, -0.827], [3.291, -4.900, 1.279], [1.513, -5.109, 1.235], [2.428, -4.857, -0.288], [2.107, -1.264, 2.935], [1.308, -2.838, 3.273], [3.091, -2.722, 3.223], [0.594, -2.619, -0.996], [-0.310, -2.838, 0.520]], "atomic_forces_ev_per_a": [[-1.374, -1.586, 0.691], [-0.418, -1.303, -1.450], [0.688, 0.340, -1.760], [0.041, 0.378, 0.411], [0.022, 1.954, -0.181], [-1.033, 0.881, 1.428], [0.003, -0.069, -0.419], [0.139, 0.423, -0.241], [-0.233, 0.012, 0.367], [-0.250, -0.359, -0.076], [1.687, -0.688, 0.457], [-0.176, 0.251, 0.346], [0.501, 0.527, 0.269], [-1.105, -0.264, 2.500], [-0.141, -0.066, 0.133], [0.105, 0.161, -0.164], [-0.104, 0.217, 0.106], [-0.067, -0.140, -0.104], [-0.009, 0.167, 0.048], [-0.166, -0.037, 0.158], [0.002, 0.015, -0.153], [-0.094, -0.055, 0.056], [0.021, -0.366, 0.013], [0.013, 0.146, -0.086], [-0.101, -0.129, 0.065], [0.217, -0.186, -0.227], [-0.052, -0.147, -0.114], [0.211, 0.193, -0.103], [-0.080, 0.066, 0.126], [1.241, -0.584, -1.519], [0.080, 0.688, 0.055], [0.034, -0.122, -0.003], [-0.689, 0.575, 0.025], [0.104, -0.144, 0.038], [0.127, -0.171, -0.197], [0.594, -0.302, -0.253], [-0.116, 0.006, -0.136], [-0.001, -0.212, -0.205], [0.140, 0.213, 0.131], [-0.044, -0.189, -0.052], [0.158, -0.059, -0.124], [-0.020, -0.148, 0.120], [-0.124, -0.239, 0.126], [0.110, 0.268, 0.077], [-0.039, -0.012, -0.003], [0.066, -0.112, -0.115], [0.135, 0.209, -0.064]]}

{"formula": "C15H39BINO8P2", "method": "ωB97M-V with the def2-TZVPD basis set", "fmax_ha_per_bohr": 0.1451, "e_homo_ev": -9.36, "gap_ev": 9.30, "energy_ev": -61414.001, "species": ["C", "C", "O", "P", "O", "O", "C", "C", "O", "C", "C", "H", "H", "H", "H", "H", "H", "H", "H", "H", "H", "H", "H", "H", "H", "H", "C", "C", "O", "P", "O", "O", "C", "C", "O", "C", "C", "H", "H", "H", "H", "H", "H", "H", "H", "H", "H", "H", "H", "H", "H", "H", "C", "C", "I", "C", "B", "N", "H", "H", "H", "H", "H", "H", "H", "H", "H"], "xyz": [[-5.929, 0.833, 3.185], [-4.926, -0.307, 3.248], [-5.557, -1.586, 3.140], [-6.174, -2.034, 1.697], [-4.961, -2.357, 0.887], [-6.678, -3.553, 2.073], [-6.196, -4.682, 1.345], [-4.975, -5.289, 2.010], [-7.688, -1.467, 2.077], [-8.613, -1.267, 0.987], [-8.976, -2.557, 0.274], [-6.394, 0.894, 2.198], [-5.440, 1.787, 3.388], [-6.729, 0.682, 3.910], [-4.169, -0.201, 2.467], [-4.415, -0.288, 4.210], [-5.990, -4.412, 0.309], [-7.002, -5.418, 1.322], [-4.257, -4.528, 2.313], [-4.476, -5.988, 1.337], [-5.263, -5.826, 2.916], [-8.189, -0.547, 0.283], [-9.509, -0.821, 1.417], [-8.118, -2.963, -0.270], [-9.775, -2.383, -0.448], [-9.298, -3.316, 0.986], [5.966, -2.034, -3.703], [4.923, -1.236, -2.940], [5.507, -0.336, -1.998], [6.293, 0.985, -2.554], [5.184, 1.880, -3.002], [6.679, 1.697, -1.127], [6.252, 3.030, -0.836], [4.930, 3.036, -0.092], [7.764, 0.213, -2.538], [8.834, 0.813, -3.299], [9.237, 2.181, -2.778], [6.558, -1.385, -4.354], [5.491, -2.794, -4.325], [6.658, -2.519, -3.016], [4.278, -0.681, -3.629], [4.291, -1.916, -2.369], [6.197, 3.624, -1.748], [7.025, 3.486, -0.212], [4.210, 2.352, -0.535], [4.495, 4.037, -0.083], [5.070, 2.712, 0.939], [8.537, 0.875, -4.349], [9.682, 0.131, -3.234], [8.444, 2.915, -2.943], [10.131, 2.535, -3.291], [9.430, 2.146, -1.707], [-1.512, 3.016, 0.039], [-1.346, 1.724, 0.840], [-1.931, 2.022, 2.906], [0.075, 1.088, 0.779], [1.258, 2.135, 0.582], [2.239, 2.408, 1.624], [-1.325, 2.788, -1.016], [-2.566, 3.318, 0.092], [-0.935, 3.861, 0.416], [-2.035, 0.981, 0.434], [0.063, 0.280, 0.033], [0.237, 0.572, 1.736], [1.340, 2.754, -0.438], [2.171, 1.664, 2.318], [1.902, 3.239, 2.115]], "atomic_forces_ev_per_a": [[-0.090, -0.020, -0.108], [-0.010, 0.274, 0.024], [-0.449, 0.371, -0.692], [0.843, -4.728, 5.685], [-1.472, 2.571, -1.998], [-0.359, 0.381, -0.539], [0.269, -0.187, 0.046], [0.049, -0.090, 0.201], [1.271, 1.330, -2.627], [-0.364, -0.084, -0.200], [0.195, -0.132, 0.006], [0.036, 0.072, 0.015], [0.054, -0.036, -0.016], [0.042, -0.010, 0.034], [0.016, -0.052, 0.031], [0.006, -0.182, -0.025], [0.116, 0.094, 0.050], [-0.101, 0.125, 0.109], [-0.030, 0.100, -0.208], [-0.027, -0.019, 0.013], [-0.018, -0.025, -0.029], [-0.078, 0.051, 0.021], [0.130, 0.032, 0.171], [-0.037, 0.004, -0.023], [0.009, 0.074, 0.021], [-0.036, 0.046, 0.022], [0.104, 0.101, -0.041], [-0.066, -0.205, -0.177], [0.538, 0.195, -0.697], [-1.762, -0.827, 7.204], [1.818, -0.398, -3.058], [0.458, 0.090, -0.627], [-0.332, 0.165, 0.143], [0.086, -0.089, 0.125], [-0.860, 1.083, -2.890], [0.385, 0.182, -0.028], [-0.198, 0.100, 0.076], [-0.034, -0.055, -0.044], [-0.043, 0.028, 0.016], [-0.048, -0.021, 0.023], [-0.012, 0.013, 0.040], [0.013, 0.114, 0.112], [-0.100, -0.104, -0.058], [0.102, -0.184, -0.015], [0.046, 0.089, -0.194], [0.003, -0.008, 0.034], [-0.015, 0.034, 0.004], [0.076, -0.054, -0.014], [-0.150, -0.137, 0.075], [0.039, 0.012, -0.012], [-0.008, -0.066, -0.042], [0.033, -0.050, -0.014], [-1.022, -0.291, 0.255], [0.592, -0.123, -0.614], [0.063, 0.135, -0.242], [0.307, -0.360, 0.618], [0.085, -0.022, -0.047], [-1.277, -0.595, 0.101], [0.360, 0.247, 0.141], [0.173, 0.011, 0.003], [0.237, -0.215, -0.203], [-0.190, 0.168, 0.397], [-0.002, 0.352, -0.140], [-0.012, -0.074, -0.243], [-0.135, 0.256, 0.095], [0.052, 0.195, 0.158], [0.733, 0.345, -0.205]]}

{"formula": "C15H11AuIN5O2", "method": "ωB97M-V with the def2-TZVPD basis set", "fmax_ha_per_bohr": 0.0468, "e_homo_ev": [-14.91, -14.98], "multiplicity": 3, "charge": 2, "gap_ev": [8.05, 3.73], "energy_ev": -39053.154, "de_lowest_kcal_mol": 32.1, "s_squared": 2.011, "species": ["Au", "O", "C", "N", "C", "O", "C", "C", "C", "C", "C", "N", "C", "C", "C", "C", "C", "N", "H", "H", "H", "H", "H", "H", "H", "H", "I", "C", "C", "N", "N", "C", "H", "H", "H"], "xyz": [[-0.151, 0.241, -0.048], [0.622, -3.712, 1.050], [0.177, -2.628, 0.796], [0.900, -1.497, 0.564], [2.258, -1.421, 0.656], [2.997, -2.323, 0.925], [2.755, -0.021, 0.349], [4.129, 0.181, 0.317], [4.603, 1.461, 0.060], [3.697, 2.493, -0.125], [2.338, 2.204, -0.094], [1.893, 0.972, 0.120], [-1.312, -2.377, 0.655], [-2.164, -3.463, 0.803], [-3.533, -3.254, 0.685], [-3.999, -1.970, 0.453], [-3.080, -0.938, 0.304], [-1.772, -1.151, 0.388], [4.782, -0.662, 0.497], [5.667, 1.647, 0.021], [4.022, 3.509, -0.286], [1.607, 2.987, -0.231], [-1.736, -4.435, 1.011], [-4.221, -4.082, 0.788], [-5.054, -1.757, 0.387], [-3.412, 0.073, 0.121], [0.366, 0.388, -6.635], [0.247, -0.333, -4.680], [0.322, -1.660, -4.261], [0.192, -1.639, -2.933], [0.027, -0.395, -2.463], [0.061, 0.414, -3.500], [0.454, -2.562, -4.825], [0.211, -2.436, -2.311], [-0.050, 1.473, -3.389]], "atomic_forces_ev_per_a": [[0.447, -0.579, 1.483], [-0.211, -0.278, 0.019], [-0.442, 0.030, -0.030], [-0.242, 0.222, -0.157], [0.216, 0.455, -0.142], [0.365, 0.037, 0.000], [1.115, -0.448, 0.098], [-0.321, 0.266, -0.019], [0.030, -0.161, 0.079], [-0.286, -0.120, 0.034], [0.513, 0.530, -0.054], [-1.128, -0.121, -0.242], [-0.176, -1.147, 0.188], [-0.061, 0.351, -0.031], [0.131, -0.020, 0.062], [0.241, 0.136, 0.001], [-0.697, -0.132, 0.009], [0.604, 0.850, -0.363], [-0.046, 0.015, 0.025], [0.021, 0.040, 0.013], [0.010, 0.050, -0.030], [-0.091, -0.019, -0.027], [0.016, 0.057, 0.009], [-0.037, 0.002, 0.017], [-0.062, 0.030, -0.021], [0.048, 0.051, -0.032], [-0.106, -0.767, 1.838], [0.118, 0.910, -2.223], [0.035, -0.894, 0.633], [0.165, -0.455, -1.575], [-0.128, 1.235, -0.526], [-0.075, -0.188, 0.852], [0.050, -0.239, -0.083], [0.022, 0.014, 0.138], [-0.035, 0.285, 0.062]]}

{"formula": "C25H34N4OS", "method": "ωB97M-V with the def2-TZVPD basis set", "fmax_ha_per_bohr": 0.0242, "e_homo_ev": -8.26, "gap_ev": 9.01, "energy_ev": -45322.006, "de_lowest_kcal_mol": 1.5, "species": ["C", "C", "C", "C", "S", "C", "N", "N", "C", "C", "N", "C", "O", "C", "C", "C", "C", "C", "C", "C", "C", "C", "C", "N", "C", "C", "C", "C", "C", "C", "C", "H", "H", "H", "H", "H", "H", "H", "H", "H", "H", "H", "H", "H", "H", "H", "H", "H", "H", "H", "H", "H", "H", "H", "H", "H", "H", "H", "H", "H", "H", "H", "H", "H", "H"], "xyz": [[7.386, 2.687, 0.008], [7.150, 1.397, -0.768], [5.954, 1.476, -1.718], [4.619, 1.611, -1.007], [4.276, 0.139, 0.024], [2.735, 0.638, 0.630], [2.129, 1.761, 0.353], [0.982, 1.774, 1.051], [0.900, 0.670, 1.741], [-0.255, 0.342, 2.626], [-1.493, 0.669, 1.953], [-2.228, -0.298, 1.356], [-1.996, -1.479, 1.540], [-3.387, 0.152, 0.471], [-3.594, 1.665, 0.385], [-4.779, 1.965, -0.538], [-4.488, 1.422, -1.936], [-4.282, -0.090, -1.858], [-5.546, -0.750, -1.309], [-5.839, -0.202, 0.086], [-6.045, 1.310, 0.010], [-4.665, -0.505, 1.013], [-3.104, -0.395, -0.937], [2.003, -0.108, 1.514], [2.330, -1.435, 1.978], [2.129, -2.446, 0.873], [0.847, -2.745, 0.426], [0.668, -3.639, -0.615], [1.761, -4.241, -1.214], [3.039, -3.948, -0.768], [3.222, -3.052, 0.270], [8.294, 2.606, 0.602], [6.561, 2.897, 0.683], [7.497, 3.528, -0.674], [6.995, 0.572, -0.069], [8.041, 1.168, -1.357], [6.071, 2.339, -2.378], [5.934, 0.578, -2.339], [4.584, 2.474, -0.346], [3.796, 1.682, -1.717], [-0.187, 0.919, 3.556], [-0.285, -0.725, 2.861], [-1.568, 1.625, 1.645], [-3.798, 2.075, 1.378], [-2.704, 2.151, -0.022], [-4.922, 3.050, -0.590], [-3.593, 1.900, -2.343], [-5.322, 1.651, -2.604], [-4.068, -0.482, -2.858], [-5.407, -1.832, -1.260], [-6.389, -0.549, -1.974], [-6.743, -0.676, 0.483], [-6.892, 1.539, -0.641], [-6.270, 1.706, 1.003], [-4.505, -1.582, 1.089], [-4.872, -0.124, 2.016], [-2.940, -1.473, -0.874], [-2.191, 0.062, -1.330], [1.693, -1.665, 2.835], [3.377, -1.433, 2.299], [-0.018, -2.291, 0.887], [-0.331, -3.865, -0.954], [1.618, -4.938, -2.027], [3.896, -4.414, -1.231], [4.220, -2.818, 0.611]], "atomic_forces_ev_per_a": [[0.000, -0.253, -0.040], [-0.028, 0.153, -0.157], [0.080, -0.273, 0.249], [-0.209, -0.056, 0.117], [0.464, -0.021, -0.288], [-0.088, 0.034, 0.067], [0.809, -0.049, -0.492], [-1.049, -0.024, 0.671], [0.123, 0.008, -0.067], [-0.072, -0.110, 0.134], [0.134, 0.258, 0.190], [-0.276, 0.396, -0.001], [0.045, -0.434, -0.028], [0.239, -0.241, 0.124], [-0.106, -0.003, -0.061], [-0.044, 0.294, -0.029], [0.004, -0.027, 0.025], [0.054, -0.057, -0.252], [0.036, 0.024, 0.026], [-0.225, -0.066, 0.106], [0.034, -0.029, -0.008], [-0.053, -0.067, -0.048], [-0.069, -0.043, -0.084], [-0.017, 0.842, -0.179], [0.024, -0.404, -0.054], [0.089, -0.128, 0.051], [0.058, -0.008, 0.024], [-0.086, 0.034, 0.010], [0.057, -0.046, -0.062], [0.061, -0.083, -0.076], [-0.092, -0.004, 0.127], [0.061, 0.074, 0.088], [-0.073, 0.085, 0.101], [0.017, 0.129, -0.039], [0.121, -0.059, -0.007], [0.008, -0.082, 0.040], [-0.028, -0.026, -0.047], [-0.008, 0.055, -0.112], [-0.048, 0.062, -0.100], [0.035, 0.105, 0.057], [0.015, -0.164, -0.095], [-0.001, 0.183, 0.057], [-0.111, -0.061, -0.097], [0.050, 0.043, 0.055], [0.078, 0.044, 0.035], [0.028, -0.082, 0.014], [0.025, 0.040, -0.055], [-0.020, 0.041, -0.054], [-0.003, 0.021, 0.067], [-0.028, -0.071, -0.026], [-0.047, -0.029, -0.039], [0.064, 0.024, -0.014], [-0.059, 0.040, -0.004], [-0.051, 0.034, 0.042], [0.026, 0.005, 0.038], [-0.006, -0.006, 0.075], [0.040, -0.006, 0.023], [0.069, -0.001, -0.018], [0.149, 0.056, -0.050], [-0.148, -0.030, 0.090], [-0.121, 0.074, 0.077], [-0.099, -0.029, -0.028], [-0.007, -0.057, -0.061], [0.066, -0.041, -0.047], [0.106, 0.012, 0.039]]}

{"formula": "C2H5N3OS", "method": "ωB97M-V with the def2-TZVPD basis set", "fmax_ha_per_bohr": 0.0446, "e_homo_ev": -8.60, "gap_ev": 9.14, "energy_ev": -19505.479, "de_lowest_kcal_mol": 80.1, "species": ["C", "N", "N", "C", "S", "N", "O", "H", "H", "H", "H", "H"], "xyz": [[2.478, -0.223, 0.010], [1.275, 0.222, 0.001], [0.264, -0.707, -0.014], [-1.038, -0.286, -0.002], [-2.295, -1.420, 0.007], [-1.246, 1.009, -0.008], [-2.478, 1.521, -0.001], [3.252, 0.561, 0.081], [2.773, -1.300, -0.008], [0.485, -1.699, -0.084], [-0.448, 1.634, -0.043], [-3.022, 0.686, 0.061]], "atomic_forces_ev_per_a": [[-0.179, 0.627, 0.131], [0.523, -1.042, 0.098], [0.811, 0.411, -0.090], [-0.453, -1.276, -0.125], [0.275, 0.513, 0.032], [2.246, -0.453, -0.020], [-1.605, 0.144, 0.086], [-0.364, -0.707, -0.170], [-0.382, 0.808, 0.010], [-0.393, 0.315, 0.077], [-0.454, 0.221, 0.041], [-0.027, 0.440, -0.070]]}

{"formula": "C4H5NO2", "method": "ωB97M-V with the def2-TZVPD basis set", "fmax_ha_per_bohr": 0.0805, "e_homo_ev": -9.35, "gap_ev": 10.14, "energy_ev": -9811.813, "de_lowest_kcal_mol": 57.7, "species": ["O", "C", "C", "C", "C", "N", "O", "H", "H", "H", "H", "H"], "xyz": [[-2.144, 1.041, -0.065], [-0.991, 0.684, -0.081], [0.287, 1.475, -0.018], [1.283, 0.605, 0.000], [0.831, -0.761, -0.082], [-0.615, -0.632, 0.104], [-1.475, -1.641, -0.184], [0.291, 2.600, -0.008], [2.364, 0.990, 0.157], [0.961, -1.218, -1.025], [1.343, -1.405, 0.653], [-2.136, -1.737, 0.548]], "atomic_forces_ev_per_a": [[-0.244, 0.424, -0.499], [-0.300, 0.031, 1.137], [-1.165, 0.936, -0.413], [2.833, 3.004, 0.302], [-0.827, -2.017, 1.149], [1.079, 1.323, 0.699], [-0.864, -1.038, -0.053], [0.104, -1.514, 0.109], [-1.821, -1.267, -0.491], [0.643, -0.471, -1.334], [-0.463, 0.111, 0.004], [1.024, 0.480, -0.609]]}